#w
The following is a DFT calculation (ωB97M-V with the def2-TZVPD basis set) of a 3-piece molecular cluster, CH3F3NO2S overall.

The geometry in ORCA input format:
```
! wB97M-V def2-TZVPD RIJCOSX def2/J DEFGRID3
* xyz 1 1
C 2.5939 -0.1460 -0.0198
N -2.8095 -1.1614 0.4667
O -0.0819 2.1293 1.1029
O -0.3384 1.6304 -1.3304
F -3.5820 -0.5897 -0.4452
F -1.6250 -0.3474 0.4216
F -2.3822 -2.2863 -0.1003
S 0.1872 1.3579 -0.0477
H 2.4464 -0.5613 0.9649
H 2.3737 -0.7544 -0.8855
H 3.2178 0.7287 -0.1273
*
```

Summary:
- LUMO (alpha / beta): -8.95 / -8.95 eV
- Orbital gap (alpha / beta): 0.2622 / 0.2622 hartree

---

#x
The following is a DFT calculation (ωB97M-V with the def2-TZVPD basis set) of a 3-piece molecular cluster, CH3F3NO2S overall.

The geometry in ORCA input format:
```
! wB97M-V def2-TZVPD RIJCOSX def2/J DEFGRID3
* xyz 1 1
C 0.2537 -1.2528 -0.3846
N 4.4480 0.4738 -0.3859
O 0.4240 -0.1401 0.0153
O -2.4526 2.1021 0.0467
F 4.4972 -0.6678 0.3275
F 4.1899 1.4230 0.5422
F 3.2490 0.3716 -1.0454
S -1.1142 2.5199 -0.1709
H -0.6164 -1.5643 -0.9865
H -0.5942 2.6789 1.1520
H 0.9702 -2.0636 -0.1675
*
```

Summary:
- LUMO (alpha / beta): -9.20 / -9.20 eV
- Orbital gap (alpha / beta): 0.2053 / 0.2054 hartree

---

Relative calculated energies, zero for the most stable structure, unit hartree: #w 0.0050; #x 0.0000.

---

#w
The following is a DFT calculation (ωB97M-V with the def2-TZVPD basis set) of a 4-piece molecular cluster, CH10NO4 overall.

The geometry in ORCA input format:
```
! wB97M-V def2-TZVPD RIJCOSX def2/J DEFGRID3
* xyz -1 1
N -1.3026 0.9768 -1.3448
C -1.0560 -0.2941 -0.6668
O -0.8554 -0.2185 0.6974
H -2.0764 1.4708 -0.9320
H -0.5108 1.5907 -1.4124
H -1.9601 -0.8738 -0.9128
H -0.1764 -0.7345 -1.1371
H 0.9905 -2.1784 1.8045
H 0.1893 -1.0350 0.8512
O 1.0099 -1.7927 0.9263
H 2.4767 -1.4884 -1.4217
H 2.9590 -1.0827 -0.0572
O 3.2576 -1.1426 -0.9753
H -1.1890 1.5268 1.3404
H -0.4594 2.7690 1.8186
O -1.2969 2.5065 1.4218
*
```

Summary:
- LUMO: 4.14 eV
- Orbital gap: 0.3126 hartree

---

#x
The following is a DFT calculation (ωB97M-V with the def2-TZVPD basis set) of a 4-piece molecular cluster, CH10NO4 overall.

The geometry in ORCA input format:
```
! wB97M-V def2-TZVPD RIJCOSX def2/J DEFGRID3
* xyz -1 1
N 0.4861 0.0322 1.3727
C 0.6323 -0.5005 -0.0402
O 0.2682 0.3783 -0.9841
H 0.7686 1.0067 1.2495
H -0.5186 0.1895 1.4543
H 1.6637 -0.8684 -0.1598
H -0.0430 -1.3895 0.0067
H -0.9466 1.6695 -3.0036
H 0.4171 1.9253 -2.4416
O -0.2059 2.2823 -3.0906
H 1.6438 -1.4653 3.6804
H 0.2828 -2.0682 3.3714
O 1.1609 -2.2888 3.6896
H -1.1898 0.7386 -1.3447
H -2.2718 -0.2638 -2.0494
O -2.1479 0.6219 -1.7105
*
```

Summary:
- LUMO: 4.03 eV
- Orbital gap: 0.2969 hartree

---

Relative calculated energies, zero for the most stable structure, unit hartree: #w 0.0000; #x 0.0080.

---

#w
The following is a DFT calculation (ωB97M-V with the def2-TZVPD basis set) of a 2-piece molecular cluster, C2H4N4O2 overall.

The geometry in ORCA input format:
```
! wB97M-V def2-TZVPD RIJCOSX def2/J DEFGRID3
* xyz 0 1
C -1.2801 0.2637 -0.2270
C 1.2589 -0.1820 0.1680
H -2.6080 0.6846 1.0157
H -2.4017 -0.9892 0.9794
H 2.4297 1.3343 0.5065
H 2.1705 1.4321 -1.1980
N -2.4160 0.0252 0.2505
N -0.5808 -1.0392 -0.6748
N 0.6822 -1.1025 -0.6716
N 2.3448 0.5803 -0.1221
O -0.7761 1.4103 -0.3040
O 0.8169 -0.4351 1.2510
*
```

Summary:
- LUMO: -0.57 eV
- Orbital gap: 0.3312 hartree

---

#x
The following is a DFT calculation (ωB97M-V with the def2-TZVPD basis set) of an isolated molecule of C2H4N4O2.

The geometry in ORCA input format:
```
! wB97M-V def2-TZVPD RIJCOSX def2/J DEFGRID3
* xyz 0 1
C 1.2339 0.7527 -0.8850
C -0.0973 0.7716 0.8791
H -1.9023 -1.4612 -0.1648
H -0.5582 -1.7352 0.4900
H 2.0271 0.2644 -2.5121
H -1.2996 -0.0148 1.9864
N -1.2887 -1.1311 0.6507
N -0.8910 0.0483 -0.1164
N 2.3009 0.6432 -1.6311
N 1.1439 1.1407 0.4393
O -0.0726 0.0948 -1.2963
O -0.5961 0.6266 2.1602
*
```

Summary:
- LUMO: 0.01 eV
- SMILES: [H]/N=c1/nc(O)n(N)o1
- Orbital gap: 0.3507 hartree

---

Relative calculated energies, zero for the most stable structure, unit hartree: #w 0.0148; #x 0.0000.

---

#w
The following is a DFT calculation (ωB97M-V with the def2-TZVPD basis set) of C2H4N4O2 as an isolated structure.

The geometry in ORCA input format:
```
! wB97M-V def2-TZVPD RIJCOSX def2/J DEFGRID3
* xyz 0 1
C 0.9376 0.5515 0.7598
C -0.8722 -0.3015 0.3583
H 0.8471 -1.4227 -1.0160
H 0.2628 -0.9448 -2.7407
H 1.9452 0.8820 2.2696
H -2.2375 -0.8790 -0.8298
N -0.1486 -1.1058 -1.6871
N -0.3396 0.1917 -0.9658
N 1.9493 1.0744 1.2676
N -0.1742 -0.0465 1.3486
O 0.7544 0.9222 -0.6054
O -2.0317 -0.9138 0.0886
*
```

Summary:
- LUMO: 0.42 eV
- Orbital gap: 0.3752 hartree

---

#x
The following is a DFT calculation (ωB97M-V with the def2-TZVPD basis set) of an isolated molecule of C2H4N4O2.

The geometry in ORCA input format:
```
! wB97M-V def2-TZVPD RIJCOSX def2/J DEFGRID3
* xyz 0 1
C 0.0420 0.7800 1.4729
C -0.2503 -0.9020 -0.9311
H -0.2347 0.5288 2.5596
H -1.0215 0.7840 0.8641
H 0.7645 1.6911 1.0232
H -2.0196 -1.3324 -0.6064
N 0.9939 -0.7165 -0.2120
N 0.7157 0.6821 -2.0276
N -0.2166 -0.1421 -2.1145
N -1.1353 -1.5443 -0.2588
O 0.8431 -0.3809 1.0987
O 1.5188 0.5523 -0.8681
*
```

Summary:
- LUMO: -0.90 eV
- SMILES: [H]/N=c1\nnon1OC
- Orbital gap: 0.3423 hartree

---

#y
The following is a DFT calculation (ωB97M-V with the def2-TZVPD basis set) of an isolated molecule of C2H4N4O2.

The geometry in ORCA input format:
```
! wB97M-V def2-TZVPD RIJCOSX def2/J DEFGRID3
* xyz 0 1
C -1.7757 -0.0275 0.5371
C -0.2784 -0.3340 0.6781
H 2.1606 -1.2054 -0.7202
H 2.0142 0.6232 -0.3498
H -0.3966 1.7241 -1.1749
H 1.2487 -0.9526 1.6889
N 1.7549 -0.0586 -0.9963
N 0.2689 0.0197 -0.5940
N -0.6513 0.6567 -1.4788
N 0.3428 -0.6628 1.7391
O -1.8966 0.3940 -0.6874
O -2.7915 -0.1770 1.3582
*
```

Summary:
- LUMO: -0.11 eV
- SMILES: [H]/N=c1/c(=O)o[nH]n1N
- Orbital gap: 0.3458 hartree

---

Relative calculated energies, zero for the most stable structure, unit hartree: #w 0.0000; #x 0.1086; #y 0.0780.

---

#w
The following is a DFT calculation (ωB97M-V with the def2-TZVPD basis set) of an isolated molecule of C2H4N4O2.

The geometry in ORCA input format:
```
! wB97M-V def2-TZVPD RIJCOSX def2/J DEFGRID3
* xyz 0 1
C 0.2104 -0.6217 -0.1762
C -0.8941 -1.3896 0.2842
H 3.3275 -0.4128 -0.4444
H 2.3503 0.8957 -0.4721
H -0.8472 -2.3987 0.5124
H -0.1451 2.3115 0.2835
N 2.5106 0.0181 -0.0476
N 1.5106 -0.8200 0.0676
N -1.9797 -0.6356 0.1023
N -0.2447 0.6865 -0.5061
O -1.6680 0.6478 -0.4018
O 0.0228 1.4683 0.6717
*
```

Summary:
- LUMO: 0.01 eV
- SMILES: N/N=c1/cnon1O
- Orbital gap: 0.3162 hartree

---

#x
The following is a DFT calculation (ωB97M-V with the def2-TZVPD basis set) of an isolated molecule of C2H4N4O2.

The geometry in ORCA input format:
```
! wB97M-V def2-TZVPD RIJCOSX def2/J DEFGRID3
* xyz 0 1
C 0.6840 -0.1422 -0.4193
C -0.7782 -0.4085 1.1556
H 1.0005 1.4804 -3.1549
H 2.4022 -0.7842 1.0212
H -2.4540 0.6952 1.8200
H -1.4996 0.0492 -0.8248
N 1.1348 0.0315 -1.6084
N 1.2469 -0.8665 0.6207
N 0.3389 -0.9394 1.7504
N -0.5790 0.2362 0.0165
O 0.2948 0.8031 -2.4579
O -1.7913 -0.1549 2.0808
*
```

Summary:
- LUMO: 0.12 eV
- SMILES: O/N=c1/[nH]nc(O)[nH]1
- Orbital gap: 0.2903 hartree

---

Relative calculated energies, zero for the most stable structure, unit hartree: #w 0.0127; #x 0.0000.

---

#w
The following is a DFT calculation (ωB97M-V with the def2-TZVPD basis set) of an isolated ion of composition C4H8NOS and charge +1.

The geometry in ORCA input format:
```
! wB97M-V def2-TZVPD RIJCOSX def2/J DEFGRID3
* xyz 1 1
C -0.6799 -1.9733 0.0162
C 0.3072 0.1886 0.0994
C 1.0481 -1.4000 -1.4931
C -0.6484 2.5250 1.3986
N 0.1418 -1.1892 -0.3940
O 0.9934 0.9687 -0.4205
S -1.0362 0.8210 1.5823
H -0.4977 -2.9941 -0.2563
H -1.2983 -1.5871 0.8268
H 0.9532 -0.4256 -2.0281
H 0.4692 -2.0856 -2.1741
H 2.0410 -1.4270 -1.2369
H -0.3054 2.6925 0.3318
H 0.0180 2.6989 2.2099
H -1.5060 3.1871 1.5380
*
```

Summary:
- LUMO: -5.77 eV
- SMILES: C=[N+](C)C(=O)SC
- Orbital gap: 0.2846 hartree

---

#x
The following is a DFT calculation (ωB97M-V with the def2-TZVPD basis set) of an isolated ion of composition C4H8NOS and charge +1.

The geometry in ORCA input format:
```
! wB97M-V def2-TZVPD RIJCOSX def2/J DEFGRID3
* xyz 1 1
C -1.0853 -1.3603 -0.0787
C -2.2672 -0.8047 -0.1141
C 0.7193 0.4682 -0.2430
C 2.0252 0.6510 0.4345
N 0.2201 -0.7118 0.0338
O -0.1015 1.3159 -0.7931
S -2.8432 0.7577 0.1383
H -1.0405 -2.3621 -0.3559
H -3.1327 -1.4591 -0.2648
H 2.0476 0.2790 1.4788
H 2.2736 1.7439 0.5348
H 2.9746 0.0904 -0.0231
H -3.8996 0.4397 -0.6440
H 0.9213 -1.3776 0.4531
H 0.0486 2.3157 -0.6480
*
```

Summary:
- LUMO: -4.24 eV
- SMILES: C/C(O)=[NH+]/C=C\S
- Orbital gap: 0.3143 hartree

---

#y
The following is a DFT calculation (ωB97M-V with the def2-TZVPD basis set) of an isolated ion of composition C4H8NOS and charge +1.

The geometry in ORCA input format:
```
! wB97M-V def2-TZVPD RIJCOSX def2/J DEFGRID3
* xyz 1 1
C -0.0096 1.9989 0.3013
C -0.3906 1.3142 1.4204
C -0.0634 -1.4406 0.2082
C -0.4782 -1.0823 -1.1883
N 0.8353 1.2829 -0.5787
O 0.1303 -2.7207 0.3780
S 0.0342 -0.3591 1.6868
H -0.2457 2.9898 0.0489
H -0.9622 1.6809 2.3295
H 0.3676 -0.9847 -1.7199
H -1.1254 -0.2296 -1.0898
H -0.9923 -1.9952 -1.5556
H 0.9395 1.7441 -1.4505
H 1.5435 0.8401 -0.0106
H 0.4170 -3.0388 1.2203
*
```

Summary:
- LUMO (alpha / beta): -5.11 / -5.11 eV
- Orbital gap (alpha / beta): 0.2873 / 0.2873 hartree

---

Relative calculated energies, zero for the most stable structure, unit hartree: #w 0.0494; #x 0.0000; #y 0.0231.